C22H41BN6O3PbSSi | ωB97M-V with the def2-TZVPD basis set

```
76
Properties=species:S:1:pos:R:3:lowdin_charge:R:1
N -1.72 -0.58 -5.69 -0.02
H 0.91 4.31 -3.99 0.10
H -1.51 0.10 -1.14 -0.03
H 1.90 -3.63 2.58 0.08
H -1.31 2.82 1.35 0.10
O 0.09 -1.74 3.03 -0.17
C -0.79 3.00 -3.46 -0.02
H 1.35 -2.35 6.11 0.09
C 2.18 -1.60 -3.48 -0.20
H 3.69 0.32 3.40 0.07
H 1.61 -0.89 5.14 0.06
H 2.90 1.63 1.37 -0.03
H -2.54 2.69 2.64 0.09
H -2.71 1.12 -0.02 0.06
N 1.36 -0.55 -3.75 0.01
H -2.34 -1.02 3.06 0.09
H -4.46 -0.91 -4.04 0.12
Si 0.66 -0.41 2.23 -0.15
H -1.36 3.39 -2.64 0.13
N -0.31 1.46 -4.98 0.04
H 1.48 2.74 1.53 0.08
H 4.12 1.90 4.10 0.09
C 1.15 -2.03 -5.43 -0.09
H 0.03 0.22 -6.86 0.12
H 1.24 2.50 5.28 0.10
C 0.35 3.42 -4.16 -0.04
H -3.88 1.03 1.30 0.09
H -0.44 -4.27 3.39 0.09
H 2.63 -3.47 -4.61 0.08
S 2.31 -1.07 1.11 0.20
H 0.71 3.43 3.85 0.07
N 0.72 -0.83 -4.97 -0.04
C 3.32 1.15 4.01 -0.03
H -0.71 -1.22 -2.21 0.01
C -1.34 -0.31 -2.17 0.05
H -3.11 -0.46 0.71 0.10
H -1.93 1.23 -3.69 0.13
H -4.56 -1.92 -6.60 0.08
C 0.63 2.44 -5.10 -0.01
C 2.09 -2.55 -4.53 -0.08
C -2.94 0.61 0.91 -0.05
C 2.39 2.37 2.01 -0.09
H -2.14 -0.30 -2.96 -0.04
N -1.17 1.85 -4.05 0.08
B -0.29 0.09 -5.69 -0.50
C -0.24 -3.72 4.32 -0.04
H 0.77 -2.43 -6.35 0.11
C -3.68 -0.94 -4.81 -0.14
H -0.03 -1.33 5.67 0.09
H 1.41 2.34 -5.85 0.14
O -0.60 0.20 1.35 -0.21
H 2.42 -3.88 4.27 0.09
C -1.83 0.77 1.95 -0.60
H 2.79 -1.68 -2.58 0.06
C 1.56 2.90 4.30 -0.03
C -2.46 -1.19 -6.66 -0.07
C 2.08 1.80 3.39 -0.62
O 1.03 0.77 3.32 -0.17
C 0.72 -2.56 4.06 -0.63
H -0.83 2.37 3.03 0.06
C 2.04 -3.13 3.55 -0.08
H -1.19 -3.37 4.73 0.08
C -3.72 -1.46 -6.12 -0.07
C -2.22 0.05 3.23 -0.04
N -2.49 -0.42 -4.60 -0.07
H 2.81 -2.36 3.44 0.05
H -2.01 -1.37 -7.65 0.12
C 0.93 -1.73 5.32 -0.03
H -3.18 0.45 3.59 0.09
H 0.21 -4.42 5.04 0.09
Pb 2.04 0.54 -0.74 0.69
C -1.61 2.25 2.26 -0.03
H 3.07 3.21 2.11 0.10
H 3.09 0.79 5.02 0.09
H 2.35 3.64 4.48 0.09
H -1.49 0.23 4.04 0.08
```

Values from the calculation:
total charge	0
Kohn-Sham gap (alpha / beta)	8.11 / 5.76	eV
relative energy (zero: lowest compared OMol25 entry of this formula, charge and spin)	351.1	kJ/mol
LUMO level (alpha / beta)	0.108 / 0.053	eV
HOMO energy (alpha / beta)	-8.00 / -5.71	eV

C22H41BN7NiP | ωB97M-V with the def2-TZVPD basis set

```
73
Properties=species:S:1:pos:R:3:lowdin_charge:R:1
C 2.49 -1.17 -2.65 -0.07
H -1.27 0.03 -4.99 0.13
H -3.55 -0.52 -1.30 0.11
H -0.03 -2.32 2.70 0.07
C 0.02 3.32 -0.63 -0.16
C -2.47 1.99 4.26 -0.09
H 0.06 -0.04 1.20 -0.04
H -3.01 1.56 3.41 0.09
C -2.33 -1.18 3.82 -0.09
C -0.85 -0.91 4.18 -0.60
H -0.19 1.97 5.95 0.07
H 2.18 -0.50 4.96 0.06
B 0.67 0.64 -2.95 -0.52
H 1.95 1.24 5.31 0.06
C 2.11 2.04 2.57 -0.08
C -1.64 -0.05 -3.96 -0.07
C -0.73 -0.71 5.71 -0.09
H -1.39 0.10 6.07 0.06
N 0.04 2.03 -0.96 0.07
H 1.61 2.18 1.60 0.07
C -2.79 -0.32 -2.05 -0.12
H 0.81 5.16 -1.60 0.07
H 2.95 -0.88 -3.59 0.12
H 0.05 3.60 2.54 0.06
Ni -0.94 -0.79 -0.20 0.45
H 1.02 0.76 -4.10 0.12
H -0.77 3.59 5.55 0.09
N 1.43 -0.47 -2.21 0.01
C -0.24 2.72 5.15 -0.08
H 1.92 2.90 3.21 0.06
H 3.33 -0.22 2.11 0.10
H -3.02 -0.50 4.32 0.06
C 1.81 -2.04 -0.71 -0.14
H 0.99 -2.15 4.17 0.07
C -0.99 2.22 3.91 -0.60
H -1.70 -2.23 0.90 -0.03
H 3.41 0.68 4.48 0.09
N -0.81 0.16 -2.93 0.01
H 1.69 -2.64 0.18 0.11
P -0.23 0.62 3.23 0.98
N 0.97 -1.02 -0.99 0.02
H 3.56 -2.87 -1.80 0.09
H 3.20 2.01 2.38 0.09
H -1.51 4.17 3.14 0.09
H -1.44 2.89 1.91 0.06
C 2.25 -0.39 2.24 -0.09
H 1.79 -0.31 1.25 0.04
H -1.05 -1.64 6.22 0.09
C 1.07 3.20 -2.59 -0.10
N -0.70 0.54 1.69 -0.19
C 2.32 0.52 4.57 -0.09
C -0.96 3.28 2.81 -0.11
H -0.95 -3.06 -0.59 0.01
H 0.30 -0.51 6.03 0.06
C -0.04 -2.17 3.79 -0.09
H -0.48 3.68 0.27 0.07
H -2.62 1.37 5.15 0.06
N -1.49 -0.09 -1.70 -0.08
C 0.67 4.10 -1.61 -0.08
C 1.68 0.70 3.18 -0.59
N 0.68 1.97 -2.19 -0.04
H 0.78 3.05 4.91 0.06
H -2.92 2.97 4.47 0.09
C 2.77 -2.15 -1.73 -0.07
H 1.59 3.32 -3.52 0.11
H -0.53 -3.05 4.23 0.09
H -2.48 -1.09 2.73 0.06
C -2.91 -0.35 -3.44 -0.07
H -2.59 -2.20 4.13 0.09
H -2.80 -2.63 -0.53 0.01
H -3.78 -0.57 -4.04 0.09
C -1.77 -2.41 -0.20 -0.20
H 2.11 -1.41 2.61 0.06
```

Values from the calculation:
total charge	0
multiplicity	3
Kohn-Sham gap (alpha / beta)	7.36 / 8.61	eV
expectation value of S²	2.01
LUMO level (alpha / beta)	0.594 / 0.593	eV
HOMO energy (alpha / beta)	-6.77 / -8.02	eV

C22H41BN7PPt | ωB97M-V with the def2-TZVPD basis set

```
73
Properties=species:S:1:pos:R:3:lowdin_charge:R:1
P 0.51 -1.82 0.91 0.91
H -2.08 4.07 3.01 0.09
H 3.66 -2.01 0.40 0.07
N 0.16 -0.25 0.82 -0.40
N -1.67 1.92 0.56 -0.14
H -2.57 -3.64 -0.28 0.09
H 4.61 2.55 -0.27 -0.02
H 0.72 -0.97 -1.91 0.06
N -2.58 1.95 -2.34 0.00
H -1.42 1.41 2.60 0.09
H 2.92 -0.54 -0.35 0.09
H -0.32 6.80 -4.31 0.07
H 2.65 -2.83 3.82 0.09
H 1.58 -3.84 2.84 0.06
H -1.90 -2.15 2.90 0.06
C 4.13 3.34 0.24 -0.04
C 2.40 -0.47 2.40 -0.10
H 0.18 -4.84 1.20 0.06
H 1.02 -1.11 4.55 0.09
H 2.71 -0.17 3.40 0.09
C -0.31 5.91 -3.70 -0.10
H -0.96 -3.83 -0.99 0.07
N 0.37 4.06 -2.59 0.04
H -2.88 -1.28 -2.59 0.09
C 1.93 -3.86 -0.42 -0.09
H 3.61 -1.86 -1.34 0.09
H 1.80 5.27 -3.63 0.08
H 1.88 0.37 1.92 0.06
B -2.09 3.28 -1.66 -0.46
C -3.00 -0.21 -2.73 -0.14
C -2.14 -2.30 1.85 -0.11
N -2.41 0.65 -1.87 -0.19
Pt -1.42 0.03 -0.22 1.03
N -1.01 4.18 -2.45 -0.05
H -2.45 5.62 -3.12 0.10
H 1.05 -4.48 -0.63 0.07
H 3.12 3.03 0.51 0.02
H 4.71 3.59 1.13 0.02
H 2.71 -4.09 -1.17 0.10
H -0.37 -4.20 2.77 0.07
C -1.67 2.19 1.89 -0.13
H 2.35 -4.15 0.55 0.06
H -0.18 -0.49 3.41 0.07
C 3.04 -1.63 -0.42 -0.09
C -0.63 -4.30 1.71 -0.09
C 1.67 -2.34 -0.50 -0.59
H -3.03 -2.94 1.77 0.09
H -0.19 -2.22 3.90 0.07
C 0.45 -1.36 3.65 -0.08
H -2.41 -1.32 1.42 0.02
H -3.10 3.96 -1.72 0.11
C -1.57 -3.18 -0.36 -0.12
H 3.30 -0.67 1.82 0.06
C -3.47 1.88 -3.38 -0.06
N -1.94 3.10 -0.12 -0.01
C 0.78 5.09 -3.35 -0.19
C -1.41 5.31 -3.11 -0.14
H -1.51 -4.96 1.67 0.09
C -3.71 0.55 -3.67 -0.06
H 4.07 4.21 -0.42 0.02
C -2.23 4.06 0.80 -0.07
C 1.45 -1.67 2.52 -0.61
H 3.05 -3.12 2.14 0.07
H -1.74 -2.21 -0.88 0.00
C -2.02 3.55 2.07 -0.06
H -4.31 0.16 -4.47 0.09
C 2.22 -2.95 2.82 -0.09
H 0.31 -2.67 -2.21 0.06
H -2.57 5.04 0.46 0.13
H -3.88 2.80 -3.80 0.13
C 1.10 -1.99 -1.88 -0.10
H 1.91 -2.06 -2.63 0.09
C -0.99 -2.96 1.05 -0.61
```

Values from the calculation:
total charge	0
multiplicity	3
Kohn-Sham gap (alpha / beta)	7.38 / 7.60	eV
expectation value of S²	2.01
LUMO level (alpha / beta)	0.436 / -0.616	eV
HOMO energy (alpha / beta)	-6.94 / -8.22	eV